[1]
A gas-phase ion, C5H12NO (charge +1) in a non-equilibrium geometry. Source: OMol25; level of theory: the ωB97M-V functional and the def2-TZVPD basis.

Structure (ORCA input):
```
! RIJCOSX wB97M-V def2-TZVPD def2/J DEFGRID3
* xyz 1 3
C 0.31 1.51 -0.61
C -0.78 -0.25 0.52
C 0.71 2.93 -0.47
C -0.86 -0.86 1.89
C 0.64 -1.94 -0.73
N -0.66 -1.22 -0.61
O -0.19 0.91 0.39
H 0.45 1.01 -1.57
H 0.51 3.47 -1.40
H 1.78 3.02 -0.27
H 0.17 3.39 0.35
H -1.76 -1.47 1.98
H -0.92 -0.06 2.62
H 0.00 -1.48 2.13
H 0.69 -2.48 -1.67
H 1.46 -1.23 -0.67
H 0.73 -2.66 0.09
H -1.42 -1.91 -0.49
H -0.85 -0.70 -1.49
*
```

The value obtained for the energy relative to the best compared isomer or geometry (same formula, charge and spin) is 0.0 kcal per mole. For the molar mass, the calculation gives 102.157 u. The total energy is -8906.1855 eV. The value obtained for the frontier orbital gap (alpha / beta) is 0.257 / 0.419 hartree. The HOMO energy (alpha / beta) is -10.369 / -16.097 eV.

[2]
A molecular structure, C25H17Cl6LaN6O2S2 in a non-equilibrium geometry. Source: OMol25; level of theory: the ωB97M-V functional and the def2-TZVPD basis.

Structure (ORCA input):
```
! RIJCOSX wB97M-V def2-TZVPD def2/J DEFGRID3
* xyz -2 1
La 0.61 -1.32 -0.46
C -2.82 -0.58 2.63
C -2.12 -0.09 1.38
N -1.54 -1.10 0.58
N -2.33 -1.19 -0.57
C -2.26 -2.12 -1.50
N -3.12 -1.99 -2.58
S -1.23 -3.47 -1.37
C -2.17 1.21 0.96
C -3.26 2.14 1.15
C -3.41 3.20 0.33
C -2.43 3.49 -0.66
C -1.28 2.76 -0.65
N -1.11 1.73 0.18
H -3.67 0.05 2.88
H -3.16 -1.60 2.48
H -2.13 -0.56 3.47
H -2.95 -0.40 -0.75
H -3.16 -1.04 -2.93
H -2.87 -2.63 -3.32
H -4.01 1.92 1.89
H -4.28 3.84 0.41
H -2.58 4.29 -1.37
H -0.45 2.99 -1.30
Cl 0.37 -2.54 -7.41
C 0.14 -1.79 -5.87
C -0.84 -0.83 -5.71
Cl -1.84 -0.37 -7.04
C -1.01 -0.23 -4.46
Cl -2.26 0.97 -4.25
C -0.24 -0.56 -3.35
O -0.40 -0.05 -2.18
C 0.80 -1.56 -3.52
O 1.53 -1.84 -2.50
C 0.94 -2.14 -4.78
Cl 2.17 -3.35 -4.98
S 2.74 -3.37 0.13
C 2.82 -2.60 1.64
C 3.86 -2.90 2.55
C 3.90 -2.29 3.77
C 2.88 -1.39 4.10
C 1.90 -1.13 3.16
N 1.86 -1.69 1.95
H 4.61 -3.62 2.23
H 4.70 -2.49 4.47
H 2.85 -0.90 5.06
H 1.10 -0.44 3.37
Cl -0.73 3.40 2.52
C 0.85 2.76 2.14
C 1.87 3.22 2.95
C 3.17 2.80 2.77
C 3.45 1.91 1.74
C 2.43 1.47 0.93
Cl 2.84 0.42 -0.41
C 1.05 1.80 1.10
N 0.17 1.18 0.31
H 1.62 3.92 3.74
H 3.95 3.14 3.42
H 4.45 1.58 1.56
*
```

The value obtained for the energy relative to the best compared isomer or geometry (same formula, charge and spin) is 68.9 kcal per mole. For the molar mass, the calculation gives 849.209 u. The total energy is -136905.5133 eV. The value obtained for the frontier orbital gap (alpha / beta) is 0.202 / 0.202 hartree. The HOMO energy (alpha / beta) is -1.168 / -1.168 eV.

[3]
C5H6O2 in the gas phase. Source: OMol25; level of theory: the ωB97M-V functional and the def2-TZVPD basis.

Structure (ORCA input):
```
! RIJCOSX wB97M-V def2-TZVPD def2/J DEFGRID3
* xyz 0 1
O 1.49 1.97 0.40
C 0.86 0.97 0.14
C 1.45 -0.40 -0.19
O 0.39 -1.24 -0.62
C -0.83 -0.52 -0.63
C -1.27 -0.31 0.76
C -0.61 0.83 -0.02
H 1.97 -0.80 0.69
H 2.17 -0.30 -1.00
H -1.47 -0.72 -1.49
H -0.61 -0.93 1.36
H -2.29 -0.17 1.10
H -1.20 1.71 -0.28
*
```

Its structure (SMILES) is O=C1CO[C@H]2C[C@@H]12. The value obtained for the energy relative to the best compared isomer or geometry (same formula, charge and spin) is 35.9 kcal per mole. For the molar mass, the calculation gives 98.101 u. The total energy is -9375.5399 eV. The value obtained for the frontier orbital gap is 0.388 hartree. The HOMO energy is -9.622 eV.

[4]
A molecular structure, C42H72ClO5PPtSSi5. Source: OMol25; level of theory: the ωB97M-V functional and the def2-TZVPD basis.

Structure (ORCA input):
```
! RIJCOSX wB97M-V def2-TZVPD def2/J DEFGRID3
* xyz 0 5
Pt 0.75 -0.44 -0.17
O 2.39 -4.82 -1.36
C 2.39 -3.62 -1.32
O 1.68 -2.90 -2.21
C 3.16 -2.82 -0.33
P 2.08 -1.97 0.95
C 1.35 -3.50 1.63
C 2.04 -4.44 2.38
C 1.40 -5.61 2.78
C 0.09 -5.85 2.41
C -0.59 -4.92 1.64
C 0.04 -3.75 1.26
C 3.47 -1.23 1.86
C 4.03 -1.70 3.04
C 5.14 -1.06 3.59
C 5.69 0.04 2.96
C 5.13 0.52 1.79
C 4.03 -0.11 1.24
H 3.72 -2.03 -0.84
H 3.86 -3.47 0.19
H 3.07 -4.29 2.66
H 1.94 -6.34 3.37
H -0.40 -6.77 2.72
H -1.62 -5.10 1.35
H -0.50 -2.99 0.70
H 3.57 -2.52 3.58
H 5.55 -1.43 4.52
H 6.55 0.54 3.40
H 5.54 1.40 1.31
H 3.58 0.28 0.33
C -0.28 3.52 0.98
C 1.02 2.74 0.81
C 2.16 3.42 1.56
C 1.39 2.64 -0.65
O 0.89 1.37 1.30
Si 0.13 0.93 2.76
S 0.55 -1.03 3.16
O -1.44 1.26 2.43
C -2.64 0.83 3.07
C -3.06 -0.52 2.47
C -2.46 0.70 4.58
C -3.67 1.90 2.76
O 0.54 2.02 3.93
C 1.48 1.99 5.01
C 2.85 1.52 4.53
C 1.56 3.43 5.52
C 0.95 1.08 6.11
H -0.15 4.51 0.55
H -0.54 3.63 2.03
H -1.10 3.02 0.47
H 2.38 4.38 1.09
H 3.06 2.80 1.51
H 1.90 3.59 2.60
H 0.79 1.89 -1.17
H 1.20 3.60 -1.15
H 2.45 2.40 -0.77
H -2.30 -1.27 2.69
H -3.15 -0.42 1.38
H -4.02 -0.84 2.87
H -1.74 -0.08 4.82
H -3.41 0.46 5.05
H -2.10 1.65 4.99
H -3.73 2.08 1.69
H -3.38 2.84 3.25
H -4.66 1.61 3.13
H 3.22 2.17 3.73
H 2.79 0.50 4.16
H 3.56 1.56 5.36
H 1.97 4.09 4.76
H 2.20 3.48 6.40
H 0.56 3.78 5.79
H 0.86 0.06 5.74
H -0.03 1.42 6.44
H 1.63 1.09 6.96
Cl -2.65 4.14 -2.08
C -3.93 3.15 -1.44
C -5.20 3.69 -1.39
C -6.25 2.93 -0.89
C -6.01 1.63 -0.44
C -4.75 1.10 -0.49
C -3.64 1.84 -0.99
C -2.37 1.26 -1.07
H -5.36 4.70 -1.74
H -7.24 3.36 -0.85
H -6.83 1.04 -0.05
H -4.57 0.09 -0.14
H -2.17 0.31 -0.59
H -1.55 1.77 -1.56
C -0.74 -4.58 -2.29
Si -1.32 -2.86 -2.72
C -2.65 -2.28 -1.53
C -1.91 -2.78 -4.49
Si 0.87 -1.39 -2.18
Si -1.70 0.69 -5.09
C -1.84 0.26 -6.92
C -0.89 2.38 -4.88
C -3.45 0.69 -4.36
Si 2.17 -0.48 -4.02
C 1.60 -0.64 -5.81
C 2.55 1.31 -3.61
C 3.77 -1.45 -3.81
H -1.60 -5.25 -2.44
H -0.41 -4.67 -1.26
H 0.08 -4.91 -2.93
H -3.43 -3.05 -1.51
H -3.11 -1.35 -1.85
H -2.27 -2.16 -0.52
H -2.44 -3.72 -4.69
H -1.09 -2.71 -5.21
H -2.60 -1.95 -4.66
H -0.87 0.23 -7.42
H -2.45 1.02 -7.42
H -2.32 -0.70 -7.06
H 0.02 2.45 -5.48
H -0.64 2.59 -3.84
H -1.58 3.16 -5.22
H -4.09 0.00 -4.92
H -3.88 1.69 -4.44
H -3.48 0.40 -3.31
H 0.98 0.21 -6.10
H 1.04 -1.55 -6.00
H 2.48 -0.64 -6.45
H 1.72 1.99 -3.82
H 3.41 1.63 -4.21
H 2.82 1.41 -2.56
H 3.62 -2.53 -3.86
H 4.27 -1.21 -2.87
H 4.46 -1.17 -4.62
*
```

The value obtained for the energy relative to the best compared isomer or geometry (same formula, charge and spin) is 0.0 kcal per mole. For the molar mass, the calculation gives 1091.035 u. The total energy is -130247.0183 eV. The value obtained for the frontier orbital gap (alpha / beta) is 0.249 / 0.171 hartree. The HOMO energy (alpha / beta) is -6.332 / -7.382 eV.

[5]
7 unconnected molecules or ions with the total composition C5H24N2O9. Source: OMol25; level of theory: the ωB97M-V functional and the def2-TZVPD basis.

Structure (ORCA input):
```
! RIJCOSX wB97M-V def2-TZVPD def2/J DEFGRID3
* xyz 0 1
C 1.61 0.31 1.06
O 2.73 -0.16 0.93
N 1.18 0.87 2.24
N 0.70 0.33 0.04
H 1.87 1.05 2.94
H 0.22 1.14 2.35
H 1.02 0.00 -0.84
H -0.24 0.70 0.07
C 1.02 -4.49 0.07
C -0.20 -4.32 -0.79
O -0.88 -3.10 -0.55
O 0.75 -4.67 1.44
H 1.63 -3.59 -0.05
H 1.61 -5.33 -0.33
H -0.94 -5.12 -0.65
H 0.13 -4.40 -1.84
H -0.45 -2.39 -1.03
H 0.48 -5.58 1.57
C -1.96 4.99 -1.17
C -1.99 3.60 -0.60
O -0.79 2.91 -0.89
O -1.89 4.86 -2.59
H -1.09 5.52 -0.77
H -2.85 5.56 -0.86
H -2.87 3.06 -0.95
H -2.06 3.65 0.49
H -0.65 2.92 -1.84
H -1.63 5.70 -2.96
O -2.26 0.13 0.20
H -2.94 0.57 0.71
H -2.16 -0.74 0.61
O -1.72 0.77 3.73
H -1.13 0.31 4.34
H -2.60 0.64 4.10
O 1.04 -1.03 -2.73
H 0.57 -1.29 -3.53
H 1.36 -0.14 -2.91
O 5.19 -1.46 0.25
H 4.36 -1.05 0.52
H 5.81 -0.73 0.21
*
```

Its structure (SMILES) is NC(N)=O.OCCO.OCCO.O.O.O.O. The value obtained for the energy relative to the best compared isomer or geometry (same formula, charge and spin) is 11.8 kcal per mole. For the molar mass, the calculation gives 256.252 u. The total energy is -26982.2073 eV. The value obtained for the frontier orbital gap is 0.355 hartree. The HOMO energy is -9.370 eV.

[6]
A gas-phase ion, C21H20Cl2N3O2 (charge +1) in a non-equilibrium geometry. Source: OMol25; level of theory: the ωB97M-V functional and the def2-TZVPD basis.

Structure (ORCA input):
```
! RIJCOSX wB97M-V def2-TZVPD def2/J DEFGRID3
* xyz 1 1
O 6.08 -1.73 3.75
N 5.56 -2.02 2.70
O 6.12 -2.47 1.73
C 4.12 -1.80 2.59
C 3.48 -2.13 1.41
C 2.11 -1.92 1.31
C 1.41 -1.38 2.38
C 2.07 -1.04 3.55
C 3.43 -1.26 3.67
H 3.97 -1.01 4.57
H 1.53 -0.63 4.38
C -0.09 -1.15 2.26
N -0.42 -0.43 1.05
C -0.92 -0.91 -0.10
N -1.03 0.11 -0.96
C -0.58 1.26 -0.36
C -0.19 0.91 0.90
H 0.21 1.51 1.68
C -0.55 2.59 -0.98
C 0.61 3.35 -0.88
C 0.67 4.61 -1.43
C -0.44 5.14 -2.09
C -1.60 4.39 -2.18
C -1.66 3.12 -1.63
H -2.59 2.57 -1.68
H -2.47 4.80 -2.67
Cl -0.38 6.70 -2.79
Cl 2.12 5.53 -1.31
H 1.48 2.95 -0.38
C -1.52 -0.03 -2.32
H -1.35 0.92 -2.82
C -3.00 -0.41 -2.35
H -3.38 -0.17 -3.34
C -3.24 -1.90 -2.09
C -2.86 -2.36 -0.69
H -3.17 -3.40 -0.58
H -3.41 -1.78 0.06
C -1.35 -2.29 -0.40
H -1.11 -2.95 0.43
H -0.81 -2.66 -1.28
H -4.30 -2.10 -2.24
H -2.69 -2.49 -2.83
H -3.55 0.19 -1.62
H -0.92 -0.80 -2.82
H -0.61 -2.11 2.26
H -0.44 -0.57 3.11
H 1.60 -2.19 0.40
H 4.04 -2.56 0.60
*
```

Its structure (SMILES) is O=[N+]([O-])c1ccc(Cn2cc(-c3ccc(Cl)c(Cl)c3)[n+]3c2CCCCC3)cc1. For the molar mass, the calculation gives 417.316 u. The total energy is -55704.3862 eV. The value obtained for the frontier orbital gap is 0.326 hartree. The HOMO energy is -11.899 eV.

[7]
A molecular structure, C42H42FI2N3O3PSSc in a non-equilibrium geometry. Source: OMol25; level of theory: the ωB97M-V functional and the def2-TZVPD basis.

Structure (ORCA input):
```
! RIJCOSX wB97M-V def2-TZVPD def2/J DEFGRID3
* xyz 0 1
Sc -0.33 0.41 -0.07
C -2.44 -4.94 4.58
C -3.55 -4.70 3.55
C -4.89 -4.49 4.26
C -5.98 -4.22 3.23
C -5.61 -3.02 2.42
C -6.58 -2.20 1.88
C -6.22 -1.08 1.14
F -7.19 -0.31 0.62
C -4.91 -0.74 0.95
C -3.90 -1.56 1.48
C -2.51 -1.23 1.23
O -2.17 -0.11 0.76
C -1.58 -2.26 1.58
C -1.99 -3.34 2.29
N -3.26 -3.55 2.70
C -4.25 -2.72 2.22
C -0.10 -2.20 1.22
O 0.68 -2.89 1.86
O 0.19 -1.42 0.26
H -2.80 -5.64 5.33
H -2.17 -4.01 5.07
H -1.55 -5.37 4.12
H -3.64 -5.59 2.90
H -4.81 -3.64 4.95
H -5.13 -5.38 4.84
H -6.95 -4.07 3.71
H -6.07 -5.10 2.57
H -7.62 -2.44 2.01
H -4.63 0.13 0.38
H -1.24 -4.07 2.57
I -0.68 -3.38 -3.19
C -2.25 -2.00 -3.67
I -1.65 0.04 -2.59
H -3.18 -2.41 -3.30
H -2.27 -1.90 -4.75
S 0.30 1.27 2.48
C -1.31 1.70 2.75
N -1.78 2.84 2.16
C -3.06 3.26 2.28
C -3.96 2.52 2.99
C -3.52 1.36 3.65
C -2.20 0.98 3.56
H -1.13 3.34 1.55
H -3.32 4.18 1.78
H -4.98 2.84 3.06
H -4.22 0.78 4.23
H -1.83 0.09 4.05
C -0.59 4.25 -0.70
C -1.25 3.17 -1.62
C -2.79 3.23 -1.47
C -0.89 3.51 -3.09
N -0.78 1.86 -1.30
H -0.20 5.07 -1.29
H 0.25 3.81 -0.17
H -1.31 4.66 0.00
H -3.15 4.25 -1.60
H -3.09 2.85 -0.49
H -3.24 2.60 -2.23
H -1.27 4.49 -3.37
H -1.32 2.75 -3.74
H 0.19 3.50 -3.20
C 3.39 5.17 -0.55
C 3.38 4.41 0.61
C 3.07 3.06 0.55
C 2.80 2.46 -0.68
C 2.80 3.24 -1.83
C 3.09 4.59 -1.77
P 2.32 0.70 -0.68
C 2.74 0.21 -2.39
C 3.86 -0.53 -2.74
C 4.04 -0.92 -4.06
C 3.11 -0.58 -5.03
C 1.99 0.17 -4.68
C 1.80 0.55 -3.37
C 3.69 -0.01 0.30
C 4.99 0.47 0.16
C 6.02 -0.09 0.89
C 5.76 -1.13 1.77
C 4.47 -1.61 1.92
C 3.43 -1.06 1.18
H 3.63 6.23 -0.50
H 3.60 4.87 1.56
H 3.05 2.47 1.45
H 2.58 2.78 -2.79
H 3.08 5.18 -2.67
H 4.61 -0.80 -2.00
H 4.90 -1.51 -4.33
H 3.25 -0.90 -6.05
H 1.26 0.44 -5.43
H 0.93 1.11 -3.07
H 5.19 1.29 -0.51
H 7.03 0.28 0.77
H 6.57 -1.56 2.34
H 4.26 -2.42 2.60
H 2.43 -1.45 1.29
*
```

The value obtained for the energy relative to the best compared isomer or geometry (same formula, charge and spin) is 91.5 kcal per mole. For the molar mass, the calculation gives 1017.619 u. The total energy is -114595.5775 eV. The value obtained for the frontier orbital gap is 0.205 hartree. The HOMO energy is -6.198 eV.

[8]
A molecular structure, C40H35As2Cl2N3O11W. Source: OMol25; level of theory: the ωB97M-V functional and the def2-TZVPD basis.

Structure (ORCA input):
```
! RIJCOSX wB97M-V def2-TZVPD def2/J DEFGRID3
* xyz 2 3
W 0.17 -0.83 1.05
C -0.05 1.89 -2.41
O 0.53 1.31 -1.24
C 1.90 1.22 -1.23
C 2.74 2.27 -1.56
C 4.11 2.10 -1.49
C 4.66 0.89 -1.09
C 3.82 -0.16 -0.75
C 2.45 0.01 -0.82
N 1.54 -1.06 -0.52
N 1.66 -2.08 -1.27
C 0.72 -3.05 -1.30
C -0.63 -2.78 -0.97
O -0.99 -1.64 -0.41
C -1.63 -3.72 -1.31
C -1.29 -4.90 -1.90
C 0.06 -5.23 -2.22
C 0.39 -6.46 -2.83
C 1.68 -6.74 -3.17
C 2.69 -5.80 -2.91
C 2.40 -4.60 -2.30
C 1.08 -4.29 -1.95
H -0.07 2.98 -2.34
H -1.07 1.51 -2.46
H 0.50 1.59 -3.30
H 2.31 3.21 -1.89
H 4.76 2.93 -1.76
H 5.73 0.77 -1.04
H 4.22 -1.12 -0.45
H -2.66 -3.47 -1.09
H -2.06 -5.62 -2.14
H -0.40 -7.17 -3.03
H 1.93 -7.68 -3.64
H 3.71 -6.02 -3.19
H 3.18 -3.88 -2.11
Cl 2.21 3.49 2.56
C 0.61 3.30 1.96
C -0.24 4.42 1.82
C -1.50 4.28 1.33
Cl -2.52 5.66 1.17
C -2.00 2.99 0.96
C -3.26 2.73 0.42
C -3.59 1.44 0.07
C -2.66 0.41 0.25
N -1.46 0.62 0.77
C -1.13 1.90 1.12
C 0.17 2.04 1.63
O 0.88 0.92 1.72
H 0.13 5.39 2.10
H -3.97 3.54 0.27
H -4.55 1.20 -0.36
H -2.89 -0.60 -0.04
C 2.11 -4.81 2.51
O 1.43 -3.82 3.35
C 0.69 -2.96 2.76
O 0.47 -2.94 1.53
C 0.02 -1.95 3.61
C 0.69 -0.89 4.08
As 0.04 0.72 5.04
C 0.68 0.03 6.77
C -1.85 0.16 5.21
C -2.54 -0.79 4.60
As -1.86 -1.82 3.10
C -2.54 -3.60 3.46
C -3.89 -1.31 5.04
O -3.94 -2.14 5.90
O -4.97 -0.95 4.34
C -4.91 0.19 3.47
C -2.45 1.02 6.29
O -1.76 1.82 6.88
O -3.74 0.84 6.48
C -4.35 1.60 7.55
C 2.05 -0.75 3.48
O 2.20 -1.08 2.30
O 2.97 -0.21 4.21
C 4.23 0.16 3.57
H 2.62 -5.46 3.21
H 2.81 -4.30 1.86
H 1.38 -5.36 1.93
H 1.75 -0.15 6.68
H 0.16 -0.89 7.04
H 0.50 0.80 7.52
H -2.25 -3.92 4.46
H -2.16 -4.28 2.70
H -3.63 -3.57 3.40
H -4.63 1.08 4.03
H -5.91 0.30 3.07
H -4.21 0.02 2.65
H -5.41 1.46 7.44
H -4.07 2.65 7.46
H -4.01 1.21 8.51
H 4.58 1.03 4.13
H 4.06 0.40 2.53
H 4.92 -0.67 3.68
*
```

The value obtained for the energy relative to the best compared isomer or geometry (same formula, charge and spin) is 8.9 kcal per mole. For the molar mass, the calculation gives 1138.320 u. The total energy is -217573.6090 eV. The value obtained for the frontier orbital gap (alpha / beta) is 0.230 / 0.236 hartree. The HOMO energy (alpha / beta) is -12.704 / -12.987 eV.